DFT (ωB97M-V/def2-TZVPD) results for a 12-piece molecular cluster, C21H66N4O12 overall.

## Properties
Energy relative to the best compared isomer or geometry (same formula, charge and spin): 12.0 kJ/mol
SMILES string: NC(N)=O.NC(N)=O.CCO.CCO.CCO.CCO.CCO.CCO.CCO.CCO.CCO.CO
F_max: 10.2 eV/Å
Charge: 0

Geometry (Å):
N1 -1.922039 -3.840223 2.223893
C1 -2.358039 -3.107223 1.304893
N2 -1.865039 -3.414223 0.107893
O1 -3.296039 -2.125223 1.488893
H1 -2.262039 -3.490223 3.107893
H2 -1.049039 -4.435223 2.249893
H3 -2.243039 -2.782223 -0.604107
H4 -1.087039 -4.102223 0.012893
N3 0.105961 -5.204223 -0.128107
C2 1.030961 -4.728223 -0.873107
N4 1.660961 -3.748223 -0.276107
O2 1.226961 -5.057223 -2.205107
H5 -0.598039 -5.861223 -0.643107
H6 0.231961 -5.424223 0.900893
H7 2.265961 -3.056223 -0.767107
H8 1.315961 -3.427223 0.607893
C3 -0.283039 -2.448223 -2.890107
C4 -0.381039 -1.228223 -3.804107
O3 -1.513039 -0.386223 -3.478107
H9 0.369961 -3.125223 -3.325107
H10 -1.269039 -2.854223 -2.736107
H11 0.217961 -2.132223 -1.963107
H12 -0.199039 -1.500223 -4.838107
H13 0.500961 -0.616223 -3.608107
H14 -1.398039 0.517777 -3.871107
C5 -2.071039 3.032777 -2.159107
C6 -2.365039 2.669777 -3.624107
O4 -1.200039 2.163777 -4.205107
H15 -2.894039 3.592777 -1.794107
H16 -1.196039 3.617777 -2.027107
H17 -1.949039 2.149777 -1.517107
H18 -2.715039 3.509777 -4.191107
H19 -3.182039 1.887777 -3.630107
H20 -0.822039 2.834777 -4.739107
C7 0.761961 2.945777 2.854893
C8 -0.251039 3.727777 2.074893
O5 0.408961 4.807777 1.433893
H21 1.600961 2.618777 2.259893
H22 0.304961 1.977777 3.176893
H23 1.179961 3.579777 3.620893
H24 -1.026039 4.182777 2.729893
H25 -0.716039 3.040777 1.332893
H26 -0.199039 5.298777 0.890893
C9 4.898961 2.073777 3.385893
C10 4.002961 1.030777 2.842893
O6 3.816961 1.072777 1.426893
H27 4.349961 2.987777 3.353893
H28 5.876961 2.161777 2.891893
H29 5.238961 1.998777 4.447893
H30 3.069961 1.173777 3.356893
H31 4.406961 0.012777 3.144893
H32 3.019961 0.605777 1.200893
C11 0.028961 -0.965223 3.407893
C12 1.373961 -1.620223 3.294893
O7 1.341961 -2.583223 2.261893
H33 -0.838039 -1.597223 3.294893
H34 -0.030039 -0.259223 2.622893
H35 0.084961 -0.366223 4.287893
H36 1.453961 -2.228223 4.172893
H37 2.079961 -0.783223 3.149893
H38 2.033961 -3.189223 2.493893
C13 -4.180039 0.686777 3.174893
C14 -2.649039 0.663777 3.047893
O8 -2.424039 0.467777 1.644893
H39 -4.564039 -0.248223 2.760893
H40 -4.642039 1.564777 2.699893
H41 -4.417039 0.765777 4.247893
H42 -2.165039 -0.171223 3.613893
H43 -2.128039 1.607777 3.357893
H44 -2.604039 -0.444223 1.380893
C15 3.230961 -0.010223 -2.760107
C16 3.970961 -0.843223 -1.743107
O9 3.476961 -2.160223 -1.902107
H45 2.154961 -0.053223 -2.554107
H46 3.474961 -0.232223 -3.773107
H47 3.606961 1.002777 -2.630107
H48 3.868961 -0.456223 -0.715107
H49 5.048961 -0.851223 -1.979107
H50 3.188961 -2.258223 -2.802107
C17 1.424961 2.767777 -2.487107
C18 1.719961 2.721777 -0.990107
O10 2.665961 3.715777 -0.575107
H51 0.977961 3.718777 -2.756107
H52 0.798961 1.903777 -2.800107
H53 2.429961 2.668777 -3.014107
H54 2.126961 1.769777 -0.634107
H55 0.759961 2.940777 -0.418107
H56 2.590961 3.892777 0.376893
C19 -4.821039 -0.174223 -2.406107
C20 -3.970039 -0.466223 -1.097107
O11 -3.041039 -1.484223 -1.516107
H57 -4.248039 -0.173223 -3.305107
H58 -5.291039 0.789777 -2.304107
H59 -5.623039 -0.931223 -2.556107
H60 -4.625039 -0.681223 -0.270107
H61 -3.395039 0.389777 -0.824107
H62 -2.337039 -0.905223 -1.926107
C21 0.246961 0.001777 -0.084107
O12 1.369961 -0.436223 0.457893
H63 0.049961 0.997777 0.341893
H64 -0.543039 -0.672223 0.200893
H65 0.323961 0.065777 -1.165107
H66 1.072961 -1.040223 1.159893

Atoms 1-2, force components in eV/Å:
N 2.33 -3.36 6.80
C -4.28 5.50 -4.99

Atom charges from the Mulliken analysis, given in e for atoms 1 to 8: atom 1 (N): -0.3186, atom 2 (C): 0.3690, atom 3 (N): 0.1011, atom 4 (O): -0.7013, atom 5 (H): 0.3037, atom 6 (H): 0.1749, atom 7 (H): 0.2110, atom 8 (H): 0.1636


DFT (ωB97M-V/def2-TZVPD) results for C21H68AsF6O13 as an isolated structure.

## Properties
Energy relative to the best compared isomer or geometry (same formula, charge and spin): 281.2 kJ/mol
F_max: 3.6 eV/Å
Charge: -1

Geometry (Å):
As1 5.050380 9.862160 -4.652170
F1 3.522250 9.766910 -5.650990
F2 4.612840 11.477870 -4.070770
F3 6.631560 9.856260 -3.738620
F4 5.444990 8.171590 -5.226130
F5 5.894620 10.568150 -6.092850
F6 4.160670 9.191420 -3.196840
O1 4.477800 3.437610 -4.908040
H1 4.659700 4.358610 -5.094900
H2 5.316980 2.996000 -5.038440
O2 0.350970 13.398420 -2.350960
H3 1.057770 12.757490 -2.427600
H4 -0.180370 13.264740 -3.135850
O3 2.349990 4.520470 -1.194350
H5 2.404180 4.225320 -2.103300
H6 2.387960 5.475330 -1.249420
O4 9.746010 13.064950 -0.175900
H7 9.499690 13.342250 0.706520
H8 9.318290 12.216110 -0.288870
O5 6.187740 12.948810 -10.799440
H9 5.970120 12.473070 -9.997850
H10 5.364740 12.987120 -11.286720
O6 5.864930 15.387730 -1.433200
H11 5.352500 14.930700 -2.100110
H12 6.635480 14.835180 -1.302150
C1 12.190490 8.340840 -6.086710
C2 13.003600 8.257900 -7.385050
C3 12.190240 8.483760 -8.666770
O7 13.803070 9.389580 -7.371460
H13 12.848540 7.874530 -5.353480
H14 11.335590 7.665120 -6.112600
H15 11.697170 9.269460 -5.799640
H16 13.765230 7.478410 -7.404830
H17 12.711410 8.758360 -9.583870
H18 11.357130 9.179010 -8.563660
H19 11.827130 7.491650 -8.935060
H20 13.364410 10.151150 -7.757680
C4 -1.444710 16.696340 -5.936010
C5 -0.764430 15.812380 -6.992490
C6 0.773940 15.607020 -6.855150
O8 -1.258430 14.547460 -6.781710
H21 -1.105730 17.730120 -6.002890
H22 -1.294530 16.427270 -4.890470
H23 -2.525570 16.708960 -6.076260
H24 -1.053240 16.142400 -7.990370
H25 1.064720 15.411850 -5.822940
H26 1.374700 16.482100 -7.102990
H27 1.184330 14.839870 -7.511790
H28 -1.013240 14.016240 -7.542810
C7 3.464310 6.794900 -11.153560
C8 2.057110 6.978680 -11.657770
C9 1.816810 6.061370 -12.856790
O9 1.229380 6.424740 -10.685220
H29 3.554170 5.752280 -10.848660
H30 3.715970 7.326440 -10.235820
H31 4.279140 7.055700 -11.828940
H32 1.852390 8.045800 -11.743990
H33 0.767100 5.912000 -13.109570
H34 2.108070 5.021000 -12.712230
H35 2.367710 6.383550 -13.740430
H36 1.432350 6.923840 -9.890680
C10 5.531330 9.682480 2.544260
C11 4.470650 10.780740 2.848900
C12 3.155130 10.242260 3.293800
O10 4.982640 11.603000 3.879570
H37 6.464040 10.092020 2.156410
H38 5.173170 8.892310 1.884380
H39 5.676180 9.110340 3.460650
H40 4.320570 11.403600 1.967080
H41 2.416330 11.042190 3.342710
H42 3.163980 9.777690 4.279790
H43 2.846380 9.502420 2.555280
H44 5.891800 11.840090 3.682550
C13 -3.165270 8.249730 -3.943680
C14 -4.613810 8.707990 -4.073090
C15 -5.443840 8.263270 -2.827310
O11 -4.661440 10.073350 -4.245060
H45 -2.705720 8.636700 -4.853160
H46 -3.043590 7.166570 -3.949790
H47 -2.611520 8.637900 -3.088810
H48 -4.972310 8.257880 -4.998820
H49 -6.431240 8.724420 -2.804860
H50 -5.049290 8.494370 -1.837860
H51 -5.698390 7.203750 -2.800530
H52 -3.985650 10.318330 -4.881370
C16 7.813710 -0.375420 -9.177110
C17 8.143870 0.775050 -8.260120
C18 7.577560 2.112390 -8.664550
O12 7.667110 0.550820 -6.970250
H53 8.432620 -1.207580 -8.841600
H54 8.043960 -0.084060 -10.201900
H55 6.757890 -0.628820 -9.081460
H56 9.230280 0.774450 -8.171720
H57 8.169330 2.922920 -8.239180
H58 6.511020 2.188310 -8.452790
H59 7.687270 2.297770 -9.733050
H60 8.070020 -0.242610 -6.610060
C19 10.425250 5.383730 1.819190
C20 9.348740 4.254130 1.562620
C21 8.657060 4.289460 0.226960
O13 10.025450 3.015860 1.763320
H61 11.187310 5.006780 2.501310
H62 9.950510 6.202300 2.360170
H63 10.960400 5.681400 0.917470
H64 8.603500 4.294130 2.357050
H65 9.278660 3.828370 -0.540580
H66 8.531960 5.287370 -0.193300
H67 7.704780 3.776550 0.092120
H68 9.257590 2.448250 1.664310

Atoms 1-2, force components in eV/Å:
As 0.00 -1.14 -0.34
F 1.63 0.20 1.25

Atom charges from the Mulliken analysis, given in e for atoms 1 to 8: atom 1 (As): 2.0610, atom 2 (F): -0.5165, atom 3 (F): -0.4873, atom 4 (F): -0.5140, atom 5 (F): -0.5196, atom 6 (F): -0.5064, atom 7 (F): -0.5213, atom 8 (O): -0.6463


> The highest F_max belongs to which entry?

C21H66N4O12


> What is the charge in the first record?

0


> The highest energy relative to the best compared isomer or geometry (same formula, charge and spin) belongs to which entry?

C21H68AsF6O13


> Which value of charge does entry 1 give?

0